The following is a DFT calculation (wB97M-V/def2-TZVPD) of C18H33NO4 in the gas phase.

Results
Frontier orbital gap ... 9.970 eV
Energy above the lowest of the compared OMol25 structures with the same formula, charge and spin ... 0.083 eV
E_HOMO ... -0.336 hartree
E_tot ... -1061.3742 hartree
E_LUMO ... 0.838 eV
Structure (SMILES) ... COCCOCCOCCC(=O)N[C@H]1C[C@H]2CC[C@]1(C)C2(C)C
Charge ... 0

Last column: natural (NBO) charge in e.
Element x y z (Å)
C  -2.881  0.229  2.460  -0.26
H  -2.218  -0.617  2.634  0.23
O  -3.556  -0.025  1.247  -0.56
C  -4.410  1.011  0.817  -0.10
C  -3.691  2.140  0.058  -0.09
O  -3.362  1.841  -1.277  -0.54
C  -2.319  0.907  -1.469  -0.07
C  -2.841  -0.479  -1.871  -0.09
O  -1.746  -1.371  -2.010  -0.56
C  -1.906  -2.630  -1.379  -0.07
C  -1.852  -2.577  0.148  -0.55
C  -0.558  -2.073  0.777  0.69
O  -0.378  -2.163  1.979  -0.66
N  0.336  -1.530  -0.066  -0.64
H  0.083  -1.415  -1.036  0.42
C  1.614  -1.032  0.372  -0.07
H  1.660  -1.298  1.432  0.24
C  2.798  -1.625  -0.424  -0.41
H  3.413  -2.278  0.193  0.22
H  2.443  -2.212  -1.272  0.21
C  3.567  -0.382  -0.888  -0.22
H  4.602  -0.584  -1.160  0.21
C  2.745  0.256  -2.014  -0.41
H  3.317  1.023  -2.535  0.21
H  2.444  -0.486  -2.754  0.21
C  1.538  0.849  -1.263  -0.42
H  0.593  0.436  -1.611  0.21
H  1.473  1.930  -1.388  0.21
C  1.814  0.496  0.211  -0.02
C  1.004  1.307  1.202  -0.61
H  1.274  1.047  2.222  0.21
H  1.164  2.373  1.055  0.21
H  -0.055  1.094  1.072  0.21
C  3.362  0.603  0.281  -0.01
C  3.991  0.140  1.596  -0.62
H  5.075  0.149  1.498  0.21
H  3.691  -0.859  1.890  0.21
H  3.721  0.823  2.398  0.21
C  3.914  2.004  0.016  -0.62
H  4.993  1.949  -0.119  0.21
H  3.490  2.474  -0.863  0.21
H  3.715  2.647  0.871  0.21
H  -2.037  -3.577  0.546  0.24
H  -2.648  -1.932  0.529  0.26
H  -2.858  -3.084  -1.688  0.18
H  -1.093  -3.248  -1.771  0.19
H  -3.540  -0.835  -1.111  0.18
H  -3.371  -0.406  -2.830  0.18
H  -1.710  0.808  -0.564  0.17
H  -1.690  1.296  -2.277  0.18
H  -2.790  2.439  0.613  0.17
H  -4.363  2.999  -0.008  0.20
H  -5.141  0.547  0.148  0.19
H  -4.941  1.443  1.676  0.17
H  -3.594  0.316  3.288  0.17
H  -2.285  1.147  2.414  0.16

=====

The following is a DFT calculation (wB97M-V/def2-TZVPD) of a 3-piece molecular cluster, C18H33NO6PS3 overall in a non-equilibrium geometry.

Results
Frontier orbital gap ... 8.008 eV
E_HOMO ... -0.424 hartree
E_tot ... -2747.4517 hartree
E_LUMO ... -3.539 eV
Charge ... +1

Last column: natural (NBO) charge in e.
Element x y z (Å)
C  1.130  -1.061  1.272  -0.32
C  0.877  -0.365  0.165  -0.32
C  0.121  0.895  0.321  0.78
O  0.504  1.950  0.731  -0.56
O  -1.176  0.674  -0.024  -0.56
C  -1.899  1.756  -0.613  -0.06
C  -2.711  2.584  0.381  -0.44
C  -3.095  1.876  1.695  -0.41
C  -4.531  1.361  1.815  -0.39
C  -4.747  0.026  1.097  -0.40
C  -4.945  0.111  -0.439  -0.76
P  -3.829  -1.020  -1.261  1.31
N  -4.392  -2.563  -1.240  -0.84
C  -3.946  -3.366  -0.410  0.19
S  -3.400  -4.352  0.609  0.36
H  1.269  -2.130  1.226  0.23
H  1.267  -0.556  2.221  0.21
H  1.208  -0.693  -0.809  0.24
H  -1.210  2.407  -1.146  0.22
H  -2.540  1.306  -1.371  0.14
H  -2.189  3.503  0.624  0.24
H  -3.611  2.893  -0.154  0.20
H  -2.442  1.036  1.922  0.21
H  -2.929  2.603  2.486  0.23
H  -4.712  1.148  2.868  0.23
H  -5.265  2.114  1.533  0.21
H  -3.907  -0.632  1.330  0.20
H  -5.629  -0.458  1.509  0.24
H  -4.773  1.108  -0.836  0.27
H  -5.944  -0.210  -0.729  0.28
H  -2.593  -0.996  -0.607  0.05
H  -3.663  -0.623  -2.584  0.02
C  1.500  -3.103  -4.211  -0.41
C  1.676  -4.627  -4.160  -0.40
C  1.571  -5.053  -2.689  -0.67
S  0.515  -3.838  -1.893  2.17
O  1.288  -3.108  -0.916  -0.96
O  -0.747  -4.430  -1.521  -0.96
C  0.290  -2.795  -3.333  -0.67
H  1.354  -2.745  -5.228  0.24
H  2.387  -2.612  -3.806  0.22
H  0.885  -5.106  -4.740  0.21
H  2.627  -4.937  -4.586  0.24
H  1.120  -6.033  -2.565  0.26
H  2.535  -5.023  -2.185  0.26
H  0.228  -1.756  -3.014  0.24
H  -0.640  -3.099  -3.813  0.24
C  3.324  2.691  1.904  -0.42
C  3.291  3.543  3.182  -0.40
C  4.682  3.467  3.825  -0.68
S  5.841  3.183  2.476  2.17
O  6.434  1.881  2.645  -0.94
O  6.660  4.349  2.281  -0.94
C  4.608  3.083  1.181  -0.67
H  2.449  2.854  1.284  0.25
H  3.356  1.630  2.166  0.21
H  3.060  4.578  2.922  0.21
H  2.524  3.201  3.875  0.22
H  4.965  4.386  4.332  0.25
H  4.770  2.626  4.508  0.25
H  4.937  2.359  0.438  0.25
H  4.528  4.072  0.731  0.24

=====

The following is a DFT calculation (wB97M-V/def2-TZVPD) of C18H33OP2Se4Sn as an isolated structure.

Results
Frontier orbital gap ... 6.802 eV
Energy above the lowest of the compared OMol25 structures with the same formula, charge and spin ... 0.475 eV
E_HOMO ... -0.394 hartree
E_tot ... -11283.5250 hartree
E_LUMO ... -3.913 eV
Charge ... +1

Last column: natural (NBO) charge in e.
Element x y z (Å)
Sn  -0.081  0.010  0.256  1.35
Se  1.421  0.677  2.413  -0.42
Se  0.922  -1.029  3.884  0.07
Se  -1.361  -0.675  3.830  0.06
Se  -1.778  -1.399  1.691  -0.22
C  -0.922  3.459  -1.592  -0.95
P  0.154  2.597  -0.420  0.96
C  0.082  3.624  1.071  -0.96
C  1.841  2.843  -1.099  -0.72
C  2.871  1.852  -0.547  -0.74
P  2.357  0.118  -0.824  0.96
C  2.599  -0.186  -2.595  -0.97
C  3.643  -0.866  -0.015  -0.96
H  -0.487  4.437  -1.804  0.25
H  -1.912  3.589  -1.161  0.27
H  -1.020  2.893  -2.516  0.27
H  0.253  4.668  0.804  0.25
H  0.825  3.304  1.799  0.27
H  -0.899  3.524  1.535  0.27
H  2.132  3.874  -0.888  0.26
H  1.766  2.742  -2.185  0.25
H  3.013  1.985  0.527  0.26
H  3.844  1.998  -1.023  0.26
H  3.615  0.088  -2.884  0.25
H  1.882  0.379  -3.190  0.26
H  2.440  -1.244  -2.799  0.27
H  4.625  -0.515  -0.337  0.25
H  3.530  -1.914  -0.289  0.26
H  3.553  -0.769  1.064  0.28
C  0.284  -3.066  -3.043  -0.60
C  -0.254  -3.458  -1.666  -0.24
C  0.765  -3.148  -0.567  -0.59
C  -1.643  -2.890  -1.441  -0.05
C  -2.686  -3.795  -1.283  -0.19
C  -3.998  -3.376  -1.166  -0.20
C  -4.284  -2.027  -1.270  -0.19
C  -3.280  -1.075  -1.415  -0.05
C  -3.719  0.368  -1.585  -0.24
C  -3.164  0.981  -2.871  -0.60
C  -3.465  1.253  -0.364  -0.58
C  -1.942  -1.515  -1.440  0.26
O  -0.908  -0.599  -1.485  -0.93
H  1.252  -3.539  -3.226  0.21
H  0.401  -1.984  -3.112  0.20
H  -0.397  -3.380  -3.833  0.23
H  -0.381  -4.543  -1.666  0.22
H  1.241  -2.182  -0.752  0.16
H  1.562  -3.893  -0.564  0.23
H  0.318  -3.144  0.429  0.23
H  -2.457  -4.853  -1.261  0.22
H  -4.794  -4.097  -1.038  0.23
H  -5.314  -1.694  -1.239  0.22
H  -4.805  0.328  -1.700  0.22
H  -2.075  0.983  -2.862  0.20
H  -3.521  2.007  -2.990  0.20
H  -3.489  0.413  -3.742  0.23
H  -2.425  1.586  -0.323  0.16
H  -3.692  0.739  0.567  0.23
H  -4.084  2.152  -0.416  0.22

=====

> Look up the E_LUMO of the second one.

-3.539 eV